(1)
This record from the OMol25 dataset describes C3H7N4O3 as an isolated structure in a non-equilibrium geometry. The level of theory is wB97M-V/def2-TZVPD.

Summary:
net charge = +1
HOMO level = -15.071 eV
ΔE to the lowest compared entry with this formula, charge and spin = 140.2 kcal/mol

```
17
C3H7N4O3 wB97M-V/def2-TZVPD
C 1.10538 -1.40102 0.10802
C -1.25808 1.06802 -0.22037
C -0.46849 0.40340 0.91769
N -0.49511 1.53262 -1.30043
N 0.06688 -1.02719 0.82488
N 0.62821 1.04137 -1.54062
N -0.33074 -2.05206 1.71030
O 1.75774 -2.34963 -0.09042
O 1.25106 1.48468 -2.60016
O 1.32105 -0.00311 -1.03317
H -2.11504 0.46045 -0.44772
H -1.59513 1.97337 0.15484
H 0.43748 0.98268 1.05664
H -1.03803 0.59587 1.73942
H 0.36540 -2.21909 2.39905
H 1.04214 2.39488 -2.96138
H -0.67472 -2.88523 1.28342
```


(2)
This record from the OMol25 dataset describes a 5-piece molecular cluster, CH13N3O4 overall in a non-equilibrium geometry. The level of theory is wB97M-V/def2-TZVPD.

Summary:
net charge = 0
HOMO level = -9.317 eV
ΔE to the lowest compared entry with this formula, charge and spin = 3.0 kcal/mol
SMILES = N=C(N)N.O.O.O.O

```
21
CH13N3O4 wB97M-V/def2-TZVPD
N -0.60402 -1.00798 0.09191
C -0.98152 0.16277 -0.22530
N -1.85570 0.44878 -1.28966
N -0.79353 1.28988 0.61587
H -0.87638 -1.68938 -0.60717
H -1.67306 1.37276 -1.66900
H -1.90977 -0.26515 -1.99236
H -0.35249 0.82761 1.42476
H -1.70062 1.63065 0.92788
O 0.41013 0.17480 2.98724
H 1.22281 -0.17424 2.55427
H 0.18329 -0.57133 3.56626
O -1.26430 -2.34843 -2.82815
H -0.89884 -3.12908 -3.28017
H -2.13042 -2.28555 -3.24531
O 2.19971 -0.64771 1.00686
H 2.67918 0.10131 0.65785
H 1.40069 -0.77492 0.48354
O 2.15370 1.99893 -0.31248
H 2.40856 2.92806 -0.29361
H 1.41204 1.90902 0.26038
```


(3)
This record from the OMol25 dataset describes one molecule with the formula C3H6OS2 in a non-equilibrium geometry. The level of theory is wB97M-V/def2-TZVPD.

Summary:
net charge = 0
HOMO level = -8.694 eV
ΔE to the lowest compared entry with this formula, charge and spin = 28.6 kcal/mol
SMILES = C1OCSCS1

```
12
C3H6OS2 wB97M-V/def2-TZVPD
C -1.14943 0.07881 0.81617
O -1.49838 0.07360 -0.49072
C -0.45202 -0.11308 -1.36493
S 0.88919 -1.11585 -0.77498
C 1.50119 0.01993 0.52530
S 0.29046 1.15126 1.11506
H -2.03657 0.39140 1.40685
H -0.77930 -0.91956 1.18069
H -0.81296 -0.48762 -2.30688
H -0.04132 0.85324 -1.57533
H 2.25807 0.64678 0.11223
H 1.83108 -0.57890 1.35653
```


(4)
This record from the OMol25 dataset describes a 11-piece molecular cluster, C28H53N5O6S2 overall in a non-equilibrium geometry. The level of theory is wB97M-V/def2-TZVPD.

Summary:
net charge = 0
HOMO level = -8.027 eV

```
94
C28H53N5O6S2 wB97M-V/def2-TZVPD
C -2.32187 -0.45194 4.61295
O -1.67076 0.39554 5.55061
H -2.71694 0.17192 3.81474
H -1.63717 -1.12444 4.07090
H -3.06872 -1.09354 5.08202
H -0.98686 -0.13126 5.97431
C -1.01932 3.69086 2.76971
O -1.63816 4.63573 1.86385
H -1.74699 3.27190 3.45355
H -0.44558 2.95129 2.20462
H -0.27635 4.23280 3.37149
H -0.94505 5.14511 1.43238
C 3.06865 1.32414 -3.92913
O 2.11039 0.28577 -4.14949
H 3.06901 1.53779 -2.86048
H 4.08864 1.05516 -4.20501
H 2.93950 2.23438 -4.52566
H 1.27241 0.63712 -3.83206
C 1.02171 0.33379 3.63857
O 1.46428 -0.50210 2.57685
H -0.03320 0.59830 3.53761
H 1.11983 -0.17248 4.60250
H 1.59948 1.26331 3.64241
H 0.79931 -0.51521 1.87389
N 3.11466 -2.91763 0.01479
C 3.78652 -3.38393 -1.08974
C 5.10207 -3.55325 -0.74821
C 5.21982 -3.17087 0.62527
C 3.97324 -2.81226 1.05728
H 2.11769 -2.79015 0.05303
H 3.32189 -3.48317 -2.05691
H 5.87613 -3.81688 -1.44927
H 6.10551 -3.17159 1.23866
H 3.66523 -2.48455 2.03458
N 1.68757 3.89750 -1.99994
C 2.67371 4.85808 -2.08620
C 2.07804 6.02374 -2.47543
C 0.69911 5.74714 -2.72735
C 0.48873 4.43483 -2.39944
H 1.85995 2.94842 -1.73446
H 3.65114 4.64642 -1.68547
H 2.57854 6.97596 -2.53814
H -0.10037 6.38622 -3.06203
H -0.41869 3.85598 -2.42016
N -1.12702 -1.57107 0.89600
C -0.15485 -1.62073 -0.06749
C 0.20893 -0.35497 -0.39551
C -0.56643 0.52371 0.43538
C -1.44271 -0.25852 1.11814
H -1.72380 -2.29113 1.26371
H 0.17334 -2.57670 -0.44277
H 0.94293 -0.02825 -1.10894
H -0.57130 1.59928 0.46285
H -2.29712 -0.02475 1.72803
N -1.53331 -5.88911 -3.39152
C -0.66414 -4.89056 -3.76837
C -0.99532 -3.79038 -3.06986
C -2.05623 -4.12428 -2.15960
C -2.34101 -5.44287 -2.38813
H -1.57382 -6.81011 -3.78201
H 0.10624 -5.07627 -4.49439
H -0.60990 -2.79150 -3.20631
H -2.48698 -3.41512 -1.47469
H -3.01947 -6.12486 -1.89970
N -4.30154 -2.73092 2.85256
C -4.85251 -1.48264 2.98432
C -5.18383 -1.03796 1.74933
C -4.56665 -1.91435 0.81829
C -4.06452 -2.96837 1.53004
H -4.05679 -3.36465 3.58891
H -5.04850 -1.08350 3.96352
H -5.77115 -0.16951 1.51266
H -4.51864 -1.82228 -0.25433
H -3.54583 -3.84293 1.17204
C -4.92315 1.57224 -1.14357
S -4.79484 3.17145 -0.32755
O -6.15203 3.76208 -0.31113
C -4.53888 2.51644 1.33030
H -4.84563 1.71304 -2.21546
H -5.88428 1.11036 -0.89479
H -4.19029 0.88869 -0.70660
H -5.46707 2.01393 1.58440
H -4.23283 3.35915 1.94703
H -3.71349 1.80372 1.40723
C 6.41848 0.31025 -2.17885
S 5.82761 1.47892 -0.96147
O 4.94304 2.49045 -1.59779
C 4.69734 0.39311 -0.06860
H 6.59012 -0.66712 -1.72421
H 7.36677 0.65418 -2.58202
H 5.65550 0.21629 -2.95085
H 4.14937 1.01226 0.63280
H 5.19768 -0.48009 0.33474
H 4.01172 0.09201 -0.86778
```


(5)
This record from the OMol25 dataset describes C8H12N2OPd as an isolated structure in a non-equilibrium geometry. The level of theory is wB97M-V/def2-TZVPD.

Summary:
net charge = +2
HOMO level = -17.245 eV

```
24
C8H12N2OPd wB97M-V/def2-TZVPD
C 2.70722 -1.11513 0.73280
O 1.67809 -0.07978 0.80739
C 0.93761 0.04054 -0.41393
C 0.77241 1.58433 -0.86220
N 1.82926 2.46598 -0.31438
C -0.55476 -0.47332 -0.19992
C -1.17364 -0.80966 1.23073
C -2.66604 -1.25794 1.22692
N -3.57001 -1.43972 0.16872
C -3.06865 -1.12846 -1.13768
C -1.61082 -0.67106 -1.33333
H 3.31071 -1.11225 -0.23391
H 3.40660 -0.94295 1.63443
H 2.18279 -2.12854 0.90486
H 1.43402 -0.57670 -1.25740
H 0.61618 1.67380 -1.99192
H -0.25743 1.91942 -0.34509
H 1.53189 3.43784 -0.56339
H 1.72382 2.45174 0.72674
H -0.54305 -0.68532 2.18486
H -3.09733 -1.47949 2.27483
H -3.73688 -1.21089 -2.07319
H -1.27962 -0.42028 -2.40551
Pd -0.57236 1.95787 1.23954
```


(6)
This record from the OMol25 dataset describes one molecule with the formula C3H4N4O in a non-equilibrium geometry. The level of theory is wB97M-V/def2-TZVPD.

Summary:
net charge = 0
HOMO level = -8.982 eV
ΔE to the lowest compared entry with this formula, charge and spin = 11.0 kcal/mol
SMILES = O=C/N=c1/[nH]cn[nH]1

```
12
C3H4N4O wB97M-V/def2-TZVPD
O -1.87828 1.35496 1.08188
C -1.08401 0.82973 1.86722
N -0.07752 -0.02911 1.55928
C 0.15472 -0.22320 0.26382
N 1.15933 -0.93946 -0.31955
C 1.05352 -0.77975 -1.68905
N 0.03626 -0.02662 -1.95557
N -0.50307 0.33680 -0.80022
H -1.21542 1.08537 2.91153
H 1.94251 -1.34274 0.15115
H 1.72561 -1.20280 -2.39162
H -1.31363 0.93682 -0.67888
```


no.,E_LUMO (eV)
1,-4.7
2,0.4
3,0.8
4,0.2
5,-12.8
6,0.6